C18H14Br40F9NO2S2Si | the ωB97M-V functional and the def2-TZVPD basis

```
87
Properties=species:S:1:pos:R:3:lowdin_charge:R:1
O 4.8645 -3.6392 0.5070 -0.329
S 5.2627 -2.6585 1.4928 0.581
O 6.2988 -3.2912 2.2851 -0.323
Si 6.2584 -1.0581 0.4246 0.192
Br 5.0441 0.0230 -1.1001 0.440
N 6.9319 0.0606 1.6312 -0.076
C 6.5630 1.1816 1.4724 -0.999
S 5.8455 2.5718 1.5891 0.761
C 3.8237 -2.3543 2.6240 -0.480
F 4.2564 -2.5863 3.8641 0.135
F 2.9470 -3.3512 2.4098 0.117
C 3.0235 -1.0243 2.6316 -0.344
F 3.6625 0.0813 2.2190 0.126
F 2.7182 -0.7670 3.9251 0.158
C 1.6017 -1.0307 1.9472 -0.347
F 1.1722 0.2490 2.0798 0.137
F 0.7178 -1.7262 2.6391 0.115
C 1.5814 -1.3180 0.4081 -0.563
F 0.4631 -2.0206 0.1174 -0.004
F 1.4624 -0.1927 -0.2696 0.176
F 2.5956 -2.0166 -0.0505 0.166
H 7.4192 -1.6370 -0.2599 0.010
C -2.0660 0.7789 0.9998 -1.607
Br -1.7464 1.7914 -0.6134 0.613
Br -2.2845 1.9271 2.5316 0.571
Br -3.5555 -0.4331 0.7962 0.608
H -1.1861 0.1752 1.1759 -0.070
C -5.5472 2.4942 -0.8775 -1.638
Br -5.1968 3.4669 -2.5041 0.549
Br -5.8305 3.6846 0.6164 0.545
Br -7.0043 1.2470 -1.0840 0.572
H -4.6604 1.9127 -0.6571 -0.123
C 6.5848 -1.1932 -5.0788 -1.631
Br 5.0068 -0.3110 -5.7523 0.568
Br 7.8854 0.0717 -4.4189 0.558
Br 6.1461 -2.5197 -3.7496 0.554
H 7.0397 -1.7135 -5.9111 -0.031
C 9.5807 1.3212 4.5631 -1.622
Br 9.3350 3.0253 5.4332 0.571
Br 8.0671 0.1557 4.8377 0.581
Br 10.0007 1.5308 2.6904 0.574
H 10.4348 0.8468 5.0276 -0.031
C -6.4707 7.0758 -4.3941 -1.604
Br -4.7565 6.5110 -5.0863 0.542
Br -7.9062 5.9762 -5.0625 0.553
Br -6.4756 7.1629 -2.4692 0.520
H -6.6442 8.0806 -4.7564 -0.028
C -3.9059 4.0331 5.7231 -1.630
Br -4.4605 4.6134 3.9691 0.528
Br -4.6136 2.2910 6.1538 0.571
Br -1.9868 4.0959 5.9176 0.562
H -4.3219 4.7314 6.4370 -0.031
C -0.8211 -5.6002 0.3701 -1.583
Br 0.7336 -6.7093 0.0984 0.581
Br -2.2895 -6.5958 1.1390 0.593
Br -0.3999 -4.0270 1.4009 0.758
H -1.1456 -5.2635 -0.6056 -0.024
C -2.2052 9.0945 -2.7295 -1.622
Br -3.6662 10.0294 -3.5760 0.555
Br -0.9087 10.3236 -1.9953 0.586
Br -2.8233 7.8290 -1.4135 0.564
H -1.7024 8.5269 -3.5016 -0.026
C -0.5943 12.1753 -5.7606 -1.646
Br -1.7303 13.7045 -5.4476 0.558
Br -1.2083 11.1170 -7.2559 0.555
Br 1.2546 12.6888 -5.9614 0.566
H -0.6560 11.5485 -4.8796 -0.082
C -11.3198 7.9009 -2.7373 -1.626
Br -11.3452 8.3761 -4.6083 0.556
Br -10.5200 6.1700 -2.4524 0.542
Br -10.4707 9.2629 -1.6657 0.562
H -12.3492 7.8351 -2.4117 -0.032
C 7.4504 -6.7702 1.8979 -1.637
Br 7.3908 -7.4647 3.6969 0.566
Br 9.2463 -6.7686 1.1901 0.560
Br 6.2246 -7.6993 0.7325 0.562
H 7.1249 -5.7376 1.9440 -0.062
C -2.7534 -10.3921 1.6665 -1.646
Br -2.9565 -11.0575 3.4659 0.573
Br -0.9187 -10.4548 1.0821 0.558
Br -3.9288 -11.2978 0.4322 0.563
H -3.0472 -9.3510 1.6775 -0.093
C -4.7497 -15.4285 -0.2059 -1.651
Br -3.0529 -15.9653 -0.9505 0.563
Br -6.1975 -16.5252 -0.8584 0.565
Br -4.7008 -15.3816 1.7212 0.554
H -4.9391 -14.4180 -0.5433 -0.052
```

Values from the calculation:
Gap between HOMO and LUMO: 9.42 eV
E: -2880177.9177 eV
Spin multiplicity: 1
F_max: 0.084 Eh/bohr
Energy above the lowest of the compared OMol25 structures with the same formula, charge and spin: 0.637 eV
Net charge: 0

C18H14Br6CuF16N2O20S4 | the ωB97M-V functional and the def2-TZVPD basis

```
81
Properties=species:S:1:pos:R:3:mulliken_spin:R:1
Cu 1.6154 0.3061 -2.3706 0.000
C -3.3344 -2.6033 -2.2545 0.015
F -3.9908 -2.7543 -1.0866 0.004
F -4.1210 -2.7401 -3.2672 0.003
F -2.8850 -1.3582 -2.2434 0.010
S -1.9479 -3.9416 -2.3275 -0.028
O -0.7751 -3.2777 -1.7061 0.010
O -2.3773 -5.1123 -1.5536 0.001
N -1.5425 -4.1289 -4.0381 0.750
S -2.3653 -5.4120 -4.5665 -0.017
O -3.6658 -5.6661 -3.9935 0.064
O -2.3847 -5.6806 -6.0010 0.018
C -1.2733 -6.8580 -3.7817 0.107
F -0.8228 -6.4826 -2.6230 0.009
F -2.0640 -7.9588 -3.7921 0.034
F -0.2224 -7.1054 -4.5753 0.018
C 2.9244 1.0003 1.7171 -0.005
F 2.2722 0.0009 2.3235 0.002
F 3.3934 1.7995 2.6636 0.006
F 3.9107 0.5227 0.9865 0.003
S 1.7930 2.0746 0.5916 -0.002
O 0.9337 2.8211 1.5013 0.002
O 2.6725 2.9309 -0.1797 0.001
N 1.0007 0.8266 -0.4139 0.000
S -0.4314 0.5907 0.2794 0.001
O -0.9367 -0.6386 -0.3787 0.002
O -0.4354 0.5302 1.7399 0.000
C -1.7100 2.1118 -0.1925 0.000
F -2.9040 1.6977 -0.6258 0.000
F -1.9652 2.8606 0.8736 0.000
F -1.1049 2.9212 -1.0514 0.000
C -1.3662 0.4164 4.5878 0.000
C -0.6657 -0.9280 4.5876 0.000
O -1.5032 -1.6668 5.4728 0.000
C -2.0127 -0.8879 6.3520 0.000
O -2.6092 -1.2181 7.3686 0.000
O -1.9643 0.3929 5.8613 0.000
F 0.5884 -0.7867 4.9842 0.000
H -2.0659 0.4284 3.7521 0.000
H -0.5598 1.1498 4.5850 0.000
H -0.6951 -1.2754 3.5548 0.000
C 4.4564 -3.3945 0.6740 0.000
C 5.4205 -3.2508 -0.4152 0.000
O 4.5286 -2.7167 -1.3842 0.000
C 3.6020 -2.0555 -0.7320 0.000
O 2.8322 -1.3465 -1.2735 0.000
O 3.6958 -2.1944 0.5626 0.000
F 5.7062 -4.4965 -0.7019 0.000
H 4.8549 -3.4877 1.6843 0.000
H 3.8277 -4.2778 0.5617 0.000
H 6.2732 -2.5840 -0.2872 0.000
C -2.6237 1.0632 -5.7852 0.000
C -3.4737 1.6083 -4.6599 0.000
O -2.4143 1.9543 -3.7389 0.000
C -1.3978 1.1515 -3.8982 0.000
O -0.5095 0.8565 -3.0511 0.000
O -1.4930 0.5731 -5.0908 0.000
F -4.1631 0.5072 -4.2520 0.000
H -2.3422 1.8573 -6.4768 0.000
H -3.1651 0.2626 -6.2891 0.000
H -4.1621 2.3515 -5.0624 0.000
C -1.3825 5.6155 2.6162 0.000
C 0.0313 6.1699 2.3087 0.000
O 0.1038 7.2833 3.1423 0.000
C -1.1422 7.8310 3.3295 0.000
O -1.4401 8.9799 3.6492 0.000
O -2.0294 6.9219 2.8476 0.000
F 0.1018 6.6366 1.0669 0.000
H -1.4654 4.9810 3.4986 0.000
H -1.7671 5.1213 1.7240 0.000
H 0.7570 5.3615 2.3976 0.000
C 5.3575 4.7002 0.2696 -0.055
Br 5.7371 3.7221 1.9591 0.515
Br 7.1462 5.4097 -0.2668 0.497
Br 4.0776 6.2079 0.4783 0.039
H 5.0803 4.0340 -0.5473 -0.004
C -0.5667 -3.6175 2.1476 0.000
Br 1.0743 -2.5618 1.9622 0.000
Br -0.4455 -5.4819 1.5693 0.000
Br -2.2733 -2.8683 1.4986 0.000
H -0.8097 -3.7283 3.2044 0.000
```

Values from the calculation:
Gap between HOMO and LUMO (spin up / spin down): 6.32 / 1.70 eV
E: -614517.8130 eV
Spin multiplicity: 3
F_max: 0.130 Eh/bohr
Net charge: +1